The following is a DFT calculation (ωB97M-V/def2-TZVPD) of a structure of composition C15H31NO3P2Zn at a distorted geometry.

Values from the calculation:
HOMO level (spin up / spin down) ... -5.7 / -3.7 eV
Electronic energy ... -3332.2451 Ha
LUMO level (spin up / spin down) ... 0.04 / 0.09 eV
2S+1 ... 1
HOMO-LUMO gap (spin up / spin down) ... 5.74 / 3.77 eV
Total charge ... 0

Last column: natural (NBO) charge in e.
Atoms and positions in Å:
Zn -2.33 -0.28 -4.48  0.170
P 0.25 2.10 -1.31  1.921
P 0.47 -1.98 -2.00  1.530
O -2.03 1.02 0.73  -0.365
O 0.41 1.52 0.11  -1.034
O -0.72 1.47 2.47  -0.377
N -1.03 1.30 1.29  0.593
C -0.65 -3.12 -2.78  -0.988
C 0.51 -0.42 -3.04  -0.738
C 1.22 3.65 -1.33  -1.000
C -1.10 1.32 -5.55  -0.480
C 0.46 -1.57 -5.88  -0.295
C 1.41 -0.76 -6.70  -0.436
C 0.37 -2.29 -0.27  -0.988
C -1.66 -0.71 -7.02  -0.467
C -2.08 0.76 -6.62  -0.503
C -0.89 -1.40 -5.88  -0.468
C -1.30 2.77 -1.84  -1.059
C 2.02 -2.66 -2.64  -0.958
C 0.99 0.72 -6.93  -0.449
C 0.24 1.40 -5.83  -0.270
C 0.96 0.96 -2.58  -0.782
H 0.94 4.35 -2.15  0.238
H 2.79 -1.88 -2.64  0.247
H 1.86 -3.02 -3.68  0.266
H -0.50 -0.33 -3.51  0.255
H 2.31 -3.46 -1.94  0.240
H -2.02 2.01 -2.09  0.283
H 1.94 1.28 -7.07  0.208
H 2.04 0.90 -2.29  0.238
H -1.20 3.42 -2.73  0.256
H -0.49 -1.76 0.11  0.287
H 1.21 -0.76 -3.85  0.280
H -3.13 0.71 -6.28  0.216
H 0.86 1.63 -3.48  0.276
H -1.49 -2.15 -5.29  0.207
H -2.60 -1.29 -7.15  0.227
H -1.11 -0.72 -7.97  0.215
H -0.26 -3.51 -3.73  0.264
H -1.48 2.13 -4.89  0.214
H 1.26 -1.98 0.28  0.277
H -0.79 -3.96 -2.08  0.248
H 2.34 -0.73 -6.15  0.194
H 0.48 0.82 -7.89  0.199
H -2.14 1.42 -7.50  0.219
H 0.20 -3.37 -0.07  0.269
H -1.64 -2.70 -2.95  0.289
H 2.30 3.45 -1.41  0.244
H 1.68 -1.18 -7.68  0.194
H 1.00 4.16 -0.35  0.267
H 0.87 -2.54 -5.53  0.174
H -1.77 3.41 -1.07  0.271
H 0.89 2.15 -5.30  0.182

The following is a DFT calculation (ωB97M-V/def2-TZVPD) of a structure of composition C15H31NO5V.

Values from the calculation:
HOMO level (spin up / spin down) ... -9.4 / -9.3 eV
Electronic energy ... -1964.8557 Ha
LUMO level (spin up / spin down) ... -2.04 / -2.04 eV
2S+1 ... 1
HOMO-LUMO gap (spin up / spin down) ... 7.32 / 7.23 eV
Total charge ... +1

Last column: natural (NBO) charge in e.
Atoms and positions in Å:
V -0.03 -0.26 0.11  1.076
O 0.08 1.66 1.19  -0.532
O -0.96 -1.95 -0.73  -0.613
O -1.64 -0.77 1.76  -0.555
O -1.93 0.79 -0.36  -0.535
O 1.00 -0.70 2.03  -0.526
N 1.21 0.08 -0.95  -0.684
C 0.26 -1.55 2.92  -0.082
C -2.88 -0.09 1.70  -0.084
C 2.25 0.78 -1.68  0.066
C -2.03 -3.63 -2.00  -0.709
C -3.12 0.26 0.24  -0.082
C 1.61 1.74 -2.69  -0.595
C 3.14 -0.22 -2.43  -0.598
C -0.95 -2.62 -1.76  0.631
C 0.65 1.66 2.50  -0.086
C -1.70 2.20 -0.28  -0.085
C -1.17 -1.07 3.07  -0.085
C -1.00 2.58 1.01  -0.088
C 3.11 1.57 -0.70  -0.603
C 0.12 -2.47 -2.79  -0.732
C 1.59 0.48 2.58  -0.090
H -2.60 -3.36 -2.89  0.248
H -0.61 3.60 0.93  0.211
H -1.57 -4.60 -2.20  0.249
H 2.37 2.24 -3.29  0.216
H 0.55 -1.47 -2.73  0.267
H -2.69 -3.71 -1.14  0.234
H -1.06 2.43 -1.13  0.224
H -1.78 -1.86 3.52  0.207
H 1.03 2.51 -2.16  0.190
H 3.97 0.30 -2.91  0.212
H 1.90 0.32 3.61  0.203
H -1.67 2.53 1.87  0.177
H 0.94 1.20 -3.36  0.209
H 1.20 2.59 2.66  0.211
H 0.91 -3.19 -2.56  0.260
H -3.34 -0.65 -0.32  0.218
H -3.69 -0.73 2.07  0.207
H 2.50 2.26 -0.12  0.196
H 3.55 -0.95 -1.73  0.214
H -0.15 1.60 3.24  0.175
H 2.59 -0.75 -3.20  0.203
H 0.74 -1.60 3.90  0.204
H 3.63 0.89 -0.02  0.203
H -3.94 0.96 0.14  0.204
H -0.27 -2.69 -3.78  0.235
H -2.64 2.75 -0.37  0.204
H 0.28 -2.53 2.46  0.216
H 3.87 2.15 -1.23  0.218
H 2.47 0.67 1.96  0.227
H -1.24 -0.18 3.70  0.176
H -2.85 0.81 2.33  0.175

The following is a DFT calculation (ωB97M-V/def2-TZVPD) of a structure of composition C15H31NO6P2SYb at a distorted geometry.

Values from the calculation:
HOMO level ... -13.5 eV
Electronic energy ... -3335.0543 Ha
LUMO level ... -8.80 eV
2S+1 ... 1
HOMO-LUMO gap ... 4.70 eV
Total charge ... +2

Last column: natural (NBO) charge in e.
Atoms and positions in Å:
Yb 1.07 -0.09 3.41  1.781
S -4.38 2.31 3.84  -0.435
P -2.68 1.86 3.03  0.753
P 2.70 -0.99 0.06  2.231
O 4.12 -1.56 -0.08  -1.006
O -3.34 -1.66 3.23  -0.470
O 1.94 -1.18 -1.47  -0.780
O -0.32 1.00 -3.38  -0.571
O -0.66 0.90 1.58  -0.781
O 2.83 0.71 0.29  -0.728
N -4.01 0.03 1.61  -0.697
C -0.60 1.32 -4.77  -0.275
C -3.04 1.11 1.29  -0.329
C 1.22 -2.72 -3.25  -0.656
C 1.73 -1.92 1.40  -0.715
C -0.25 2.19 -2.58  -0.059
C -0.94 -2.12 1.84  -0.355
C -0.47 1.81 -1.02  -0.421
C -1.70 0.79 -0.83  -0.443
C 2.32 -2.45 -2.08  -0.094
C 0.34 -2.59 0.91  -0.441
C -1.71 0.33 0.72  0.276
C 2.97 1.09 1.68  -0.013
C -3.19 -1.07 2.16  0.727
C -2.03 -1.24 1.03  -0.390
C 3.00 2.71 1.70  -0.639
H -0.63 -1.54 2.78  0.070
H 2.71 3.14 2.72  0.228
H 2.40 -2.79 1.74  0.343
H -1.80 2.99 2.90  0.005
H 0.81 2.64 -2.69  0.192
H -2.35 -1.62 0.00  0.290
H 2.07 0.80 2.34  -0.082
H -1.44 -0.15 -1.44  0.238
H 0.17 0.44 1.31  0.434
H 2.16 3.02 0.98  0.246
H 3.98 0.71 2.09  0.266
H 3.31 -2.27 -2.65  0.234
H 0.60 -1.76 -3.38  0.241
H 1.72 -2.98 -4.24  0.252
H 0.35 1.34 -5.42  0.200
H -2.07 0.82 3.85  -0.084
H 0.47 1.23 -0.72  0.179
H -1.45 -3.09 2.20  0.302
H -3.39 2.02 0.72  0.286
H 1.49 -1.32 2.34  -0.020
H -4.65 -0.28 0.86  0.429
H 0.47 -3.53 -2.95  0.217
H -1.03 2.98 -2.82  0.189
H -0.52 2.73 -0.36  0.220
H 2.39 -3.30 -1.32  0.190
H 0.04 -2.36 -0.17  0.268
H -1.11 2.34 -4.89  0.189
H -1.35 0.56 -5.19  0.206
H 0.44 -3.73 1.03  0.268
H 3.96 3.14 1.27  0.288
H -2.68 1.24 -1.19  0.247

The following is a DFT calculation (ωB97M-V/def2-TZVPD) of a structure of composition C15H31NO7Pd.

Values from the calculation:
HOMO level (spin up / spin down) ... -21.9 / -22.2 eV
Electronic energy ... -1297.6992 Ha
LUMO level (spin up / spin down) ... -10.38 / -16.35 eV
2S+1 ... 5
Energy relative to the best compared isomer or geometry (same formula, charge and spin) ... 1.169 eV
HOMO-LUMO gap (spin up / spin down) ... 11.47 / 5.83 eV
Total charge ... +4

Last column: natural (NBO) charge in e.
Atoms and positions in Å:
Pd 0.13 0.52 0.31  1.350
O -1.33 0.63 2.05  -0.579
O 0.18 -1.40 1.27  -0.558
O 1.48 1.49 -1.31  -0.699
O -0.68 1.78 -1.21  -0.700
O -0.32 3.07 1.61  -0.121
O 1.54 0.83 2.05  -0.559
O 0.81 -3.45 -3.02  -0.389
N 1.86 3.06 -3.51  -0.504
C 1.44 -1.56 1.97  -0.104
C -2.24 1.72 2.14  -0.058
C -1.73 -0.62 2.68  -0.103
C 1.29 -5.54 -4.25  -0.697
C -0.12 4.30 -2.79  -0.406
C 1.02 3.22 2.12  -0.133
C 1.48 1.99 2.89  -0.094
C -1.05 -1.78 1.94  -0.104
C 0.44 2.00 -1.77  0.774
C 1.69 -0.37 2.86  -0.111
C -1.40 2.99 2.50  -0.130
C 2.28 4.49 -3.21  -0.217
C 0.45 2.87 -3.01  -0.167
C 0.97 5.27 -3.28  -0.437
C 0.44 -4.70 -3.37  -0.070
H -1.69 -2.15 1.15  0.229
H 1.02 4.07 2.82  0.289
H 1.91 2.90 -4.51  0.453
H -1.08 3.03 3.54  0.238
H -2.77 1.87 1.20  0.241
H -0.37 4.45 -1.74  0.225
H 0.78 5.61 -4.29  0.256
H 0.90 -6.55 -4.28  0.301
H 2.69 -0.40 3.29  0.256
H 2.20 -1.62 1.19  0.230
H -0.02 -5.18 -2.46  0.350
H 1.44 -2.48 2.54  0.250
H -2.04 3.85 2.24  0.333
H 2.73 4.49 -2.22  0.223
H -2.81 -0.74 2.61  0.241
H -0.12 2.34 -3.77  0.275
H 2.48 2.21 3.28  0.267
H 0.96 -0.32 3.68  0.199
H 2.49 2.39 -3.06  0.460
H -1.04 4.42 -3.36  0.273
H -0.64 -4.58 -3.78  0.401
H -1.44 -0.57 3.73  0.218
H 1.61 -3.18 -3.52  0.526
H -0.83 -2.59 2.63  0.244
H 2.32 -5.56 -3.89  0.284
H 3.03 4.79 -3.94  0.268
H 0.82 1.80 3.74  0.211
H 1.63 3.42 1.24  0.252
H 1.30 -5.16 -5.28  0.294
H 1.03 6.16 -2.65  0.272
H -2.94 1.59 2.96  0.258

The following is a DFT calculation (ωB97M-V/def2-TZVPD) of a structure of composition C15H32AlNO2P2 at a distorted geometry.

Values from the calculation:
HOMO level (spin up / spin down) ... -15.1 / -14.7 eV
Electronic energy ... -1720.5544 Ha
LUMO level (spin up / spin down) ... -8.70 / -9.50 eV
2S+1 ... 1
HOMO-LUMO gap (spin up / spin down) ... 6.37 / 5.16 eV
Total charge ... +2

Last column: Löwdin charge in e.
Atoms and positions in Å:
P 2.44 -0.63 0.14  0.880
P -2.43 0.12 0.02  0.878
Al 0.01 -0.24 0.34  0.137
O -2.02 -2.13 -3.04  -0.045
O -0.45 -2.76 -0.97  -0.126
N 0.25 0.76 -1.34  0.069
C -2.15 0.53 -1.68  -0.184
C -3.44 1.47 0.71  -0.200
C -3.51 -1.36 0.07  -0.193
C 2.76 -2.01 -1.00  -0.227
C 3.84 -0.62 1.29  -0.214
C 0.25 1.28 1.70  -0.094
C 1.62 1.86 -2.95  0.030
C 2.70 0.84 -0.95  -0.249
C -0.72 1.63 -3.37  0.037
C 0.11 0.96 3.20  -0.439
C -0.88 0.98 -2.13  -0.283
C -1.20 0.24 3.53  -0.076
C 1.30 0.16 3.74  -0.070
C 0.52 2.10 -3.76  0.018
C 1.47 1.16 -1.76  -0.253
H 2.98 1.70 -0.33  0.117
H 1.35 -0.83 3.27  0.076
H -0.16 -1.56 1.30  0.036
H -2.98 -2.22 -0.35  0.043
H 3.56 0.63 -1.60  0.113
H 2.25 0.69 3.55  0.075
H -3.59 1.31 1.78  0.049
H 0.00 -3.62 -1.07  0.084
H 3.75 -1.48 1.97  0.069
H -0.91 -2.60 -1.85  0.017
H -1.25 0.03 4.61  0.102
H 0.09 1.94 3.72  0.172
H -2.13 -1.15 -2.98  0.029
H -4.41 1.53 0.20  0.071
H 2.01 -2.04 -1.80  0.048
H -3.00 0.73 -2.35  0.120
H 2.67 -2.95 -0.44  0.067
H -2.08 0.84 3.25  0.066
H 3.83 0.28 1.91  0.048
H -2.23 -2.36 -3.97  0.098
H -1.61 1.78 -3.98  0.139
H -3.76 -1.57 1.11  0.069
H 2.63 2.19 -3.22  0.145
H 1.24 1.73 1.52  0.092
H -4.43 -1.17 -0.50  0.070
H 1.20 0.03 4.83  0.100
H -2.92 2.43 0.57  0.059
H 3.78 -1.92 -1.43  0.069
H 4.79 -0.68 0.74  0.072
H -1.27 -0.72 3.00  0.054
H -0.52 2.02 1.41  0.093
H 0.64 2.64 -4.70  0.143

The following is a DFT calculation (ωB97M-V/def2-TZVPD) of a cluster of 7 separate species, C15H32Br12O3S in total at a distorted geometry.

Values from the calculation:
HOMO level ... -10.1 eV
Electronic energy ... -32102.7834 Ha
LUMO level ... 0.18 eV
2S+1 ... 1
SMILES string ... CCOS(C)(=O)=O.BrCCBr.BrCCBr.BrCCBr.BrCCBr.BrCCBr.BrCCBr
HOMO-LUMO gap ... 10.24 eV
Total charge ... 0

Last column: natural (NBO) charge in e.
Atoms and positions in Å:
Br -2.73 4.55 2.66  -0.029
Br 4.65 5.62 -1.61  -0.036
Br -2.50 2.29 -1.03  -0.013
Br 1.51 3.37 1.37  -0.026
Br -0.35 -0.05 3.61  -0.095
Br 4.30 -3.05 -4.22  0.024
Br -0.04 -1.85 -4.24  -0.094
Br 0.21 6.99 -1.74  -0.060
Br 4.16 -1.15 3.88  -0.008
Br -4.29 0.60 3.23  0.007
Br 1.75 1.10 -2.18  0.029
Br -3.49 -3.67 1.91  -0.031
S 0.42 -3.26 -0.08  2.348
O 0.53 -1.87 0.29  -0.933
O -1.03 -3.38 -0.71  -0.717
O 1.40 -3.95 -0.95  -0.930
C -4.15 -1.31 3.25  -0.463
C 1.82 -2.22 -3.49  -0.392
C -2.70 -4.41 -2.06  -0.631
C -0.27 3.28 2.15  -0.456
C -1.48 -4.62 -1.23  -0.080
C 2.79 -1.98 -4.61  -0.494
C 0.12 1.12 -1.24  -0.498
C -1.07 4.50 1.64  -0.453
C 2.50 -0.09 4.07  -0.450
C 0.27 -4.27 1.45  -0.856
C 2.78 6.07 -2.18  -0.424
C 1.46 -0.91 3.31  -0.390
C 2.08 6.77 -1.02  -0.395
C -0.76 2.15 -1.88  -0.460
C -3.67 -1.75 1.84  -0.443
H -5.21 -1.62 3.44  0.231
H -0.63 -4.82 -1.89  0.207
H 2.64 0.98 3.77  0.245
H -0.23 0.08 -1.31  0.248
H 3.00 -0.90 -4.73  0.232
H 2.47 -2.35 -5.58  0.234
H 1.51 -0.77 2.25  0.251
H 2.83 6.72 -3.03  0.226
H 2.52 7.76 -0.92  0.223
H 2.27 -0.02 5.13  0.225
H -0.73 2.32 1.93  0.242
H 1.72 -3.28 -3.24  0.240
H -0.65 5.47 1.86  0.226
H 2.02 -1.67 -2.56  0.243
H 1.29 -1.89 3.73  0.225
H 0.17 1.26 -0.17  0.231
H 0.03 -3.73 2.31  0.245
H -1.48 4.56 0.59  0.254
H -4.43 -1.48 1.13  0.229
H -0.38 3.20 -1.87  0.231
H 1.25 -4.69 1.41  0.248
H -2.54 -3.44 -2.63  0.235
H -2.82 -5.24 -2.72  0.224
H -3.59 -4.35 -1.41  0.216
H -2.69 -1.36 1.56  0.244
H -0.94 2.01 -2.97  0.236
H 1.97 6.21 -0.10  0.236
H -0.50 -5.09 1.31  0.246
H -3.54 -1.61 4.08  0.232
H 2.23 5.15 -2.39  0.229
H -1.65 -5.32 -0.40  0.180
H -0.12 3.29 3.23  0.237

The following is a DFT calculation (ωB97M-V/def2-TZVPD) of a structure of composition C15H32CaNO3P2 at a distorted geometry.

Values from the calculation:
HOMO level ... -10.8 eV
Electronic energy ... -2231.4502 Ha
LUMO level ... -2.70 eV
2S+1 ... 1
Energy relative to the best compared isomer or geometry (same formula, charge and spin) ... 0.000 eV
HOMO-LUMO gap ... 8.12 eV
Total charge ... +1

Last column: natural (NBO) charge in e.
Atoms and positions in Å:
Ca -0.36 -0.16 -0.96  1.750
P 2.46 0.41 -1.16  0.706
P -2.47 0.06 1.08  0.741
O 0.57 0.60 -4.39  -0.966
O -0.26 -2.13 -0.35  -1.114
O -1.11 2.14 -2.99  -0.981
N 0.25 1.75 0.76  -0.574
C 4.08 -0.52 -1.06  -0.908
C -2.47 -0.36 2.86  -0.924
C 1.52 2.14 1.00  0.228
C 0.78 3.86 2.49  -0.126
C -0.52 3.47 2.24  -0.247
C -1.32 -3.71 1.12  -0.621
C 0.95 -4.13 0.23  -0.620
C -1.02 -4.14 -1.36  -0.618
C 2.99 1.73 -2.30  -0.928
C -0.77 2.36 1.42  0.235
C -0.41 -3.50 -0.11  0.255
C -4.32 0.09 0.88  -0.920
C 2.69 1.40 0.39  -0.736
C 1.81 3.17 1.89  -0.243
C -2.21 1.88 1.26  -0.759
H -2.50 -1.45 3.02  0.258
H -2.81 2.13 2.16  0.246
H -3.32 0.08 3.39  0.231
H -1.86 2.76 -2.94  0.484
H 4.18 -1.24 -1.89  0.251
H 0.40 -0.35 -4.56  0.485
H 2.39 2.60 -2.05  0.235
H -1.47 -4.79 1.29  0.211
H 2.81 1.48 -3.35  0.247
H 3.49 2.12 0.16  0.245
H 0.82 -5.21 0.33  0.207
H -1.11 -5.22 -1.19  0.209
H -4.69 -0.93 0.63  0.253
H 1.32 -3.72 1.18  0.204
H -4.83 0.43 1.78  0.232
H -2.71 2.35 0.39  0.245
H 4.05 1.96 -2.15  0.231
H -0.39 -3.93 -2.24  0.200
H -1.99 -3.69 -1.60  0.198
H 3.13 0.70 1.11  0.260
H 4.10 -1.06 -0.11  0.243
H 4.95 0.16 -1.10  0.233
H 0.99 4.69 3.17  0.237
H -1.55 0.04 3.29  0.237
H 0.91 0.89 -5.26  0.490
H -4.55 0.76 0.04  0.230
H 1.70 -3.89 -0.53  0.203
H -1.34 4.01 2.70  0.232
H -0.84 -3.27 2.01  0.202
H -2.29 -3.21 0.99  0.192
H -0.88 2.09 -3.93  0.504
H 2.83 3.43 2.14  0.233

The following is a DFT calculation (ωB97M-V/def2-TZVPD) of a structure of composition C15H32N3O2PPbSi at a distorted geometry.

Values from the calculation:
HOMO level (spin up / spin down) ... -4.7 / -4.7 eV
Electronic energy ... -1728.9797 Ha
LUMO level (spin up / spin down) ... -0.02 / -0.02 eV
2S+1 ... 1
Energy relative to the best compared isomer or geometry (same formula, charge and spin) ... 2.927 eV
HOMO-LUMO gap (spin up / spin down) ... 4.66 / 4.66 eV
Total charge ... 0

Last column: natural (NBO) charge in e.
Atoms and positions in Å:
Pb -0.40 -0.59 0.03  1.158
P -2.16 0.15 -1.82  0.979
Si 0.09 2.31 0.27  0.719
O -1.86 0.36 1.69  -0.600
O 1.10 -0.88 1.74  -0.744
N 3.06 0.25 1.19  -0.814
N 2.90 -1.16 3.03  -0.617
N 1.23 -0.46 -1.25  -1.142
C 4.28 -0.31 -3.90  -0.366
C -2.10 -1.71 2.99  -0.749
C 2.72 -1.66 -2.66  -0.344
C -2.51 -0.33 2.52  0.643
C -3.68 0.36 3.13  -0.717
C 2.17 -0.45 -2.11  0.202
C 2.31 -0.59 1.96  0.816
C 2.72 0.84 -2.47  -0.354
C -3.31 1.38 -1.18  -0.955
C 3.78 -1.59 -3.55  -0.182
C 2.07 -2.08 3.80  -0.400
C -3.05 -1.35 -2.27  -0.952
C -1.26 0.80 -3.25  -0.946
C -1.03 3.13 1.54  -1.121
C 3.77 0.90 -3.37  -0.198
H -1.74 -2.36 2.18  0.274
H -3.60 -1.75 -1.39  0.248
H -3.70 1.36 2.67  0.244
H -0.54 0.04 -3.60  0.289
H -3.75 -1.01 -3.06  0.224
H -2.34 -2.11 -2.66  0.267
H 4.18 1.89 -3.66  0.197
H -2.06 0.99 -3.97  0.217
H -4.03 1.47 -2.01  0.229
H 3.85 -0.93 3.31  0.402
H -1.20 -2.27 0.18  -0.221
H 2.25 1.72 -2.01  0.190
H -3.49 0.44 4.22  0.245
H -0.74 4.19 1.55  0.230
H -0.72 1.71 -2.96  0.277
H -1.29 -1.64 3.74  0.261
H -2.97 -2.23 3.44  0.228
H 1.15 -1.62 4.19  0.195
H 1.53 2.56 0.70  -0.175
H 2.69 -2.42 4.62  0.202
H 1.75 -2.95 3.20  0.211
H -0.14 2.97 -1.08  -0.191
H 4.00 0.50 1.46  0.393
H -2.78 2.33 -0.99  0.264
H 2.64 0.66 0.35  0.462
H -3.79 1.01 -0.26  0.248
H 4.19 -2.52 -3.97  0.195
H -2.09 3.02 1.25  0.223
H -0.86 2.69 2.54  0.233
H -4.60 -0.20 2.90  0.240
H 2.26 -2.60 -2.32  0.194
H 5.11 -0.26 -4.61  0.190

> Which formula does entry 6 have?

C15H32Br12O3S

> The highest 2S+1 belongs to which entry?

C15H31NO7Pd

> Look up the electronic energy of the first one.

-3332.2451 Ha

> Which value of 2S+1 does entry 4 give?

5